No. 1
An isolated molecule of C6H12O in a non-equilibrium geometry. Source: the Open Molecules 2025 dataset; level of theory: ωB97M-V with the def2-TZVPD basis set.

Last columns: bonded neighbours and bond lengths (Å).
Atoms and positions in Å:
1 C 1.75 0.81 0.66  C2 1.524, H8 1.095, H9 1.087, H10 1.099
2 C 0.78 -0.26 0.19  C1 1.524, C3 1.517, O4 1.399, C5 1.522
3 C 1.40 -1.15 -0.87  C2 1.517, H11 1.089, H12 1.100, H13 1.103
4 O -0.07 -0.86 1.13  C2 1.399, C5 1.436
5 C -0.73 -0.02 0.17  C2 1.522, O4 1.436, C6 1.533, C7 1.530
6 C -1.41 1.20 0.79  C5 1.533, H14 1.098, H15 1.102, H16 1.091
7 C -1.68 -0.77 -0.77  C5 1.530, H17 1.100, H18 1.090, H19 1.098
8 H 2.54 0.36 1.28  C1 1.095
9 H 1.24 1.56 1.27  C1 1.087
10 H 2.25 1.33 -0.17  C1 1.099
11 H 1.20 -0.40 -1.63  C3 1.089
12 H 0.89 -2.10 -1.07  C3 1.100
13 H 2.49 -1.32 -0.84  C3 1.103
14 H -1.79 1.90 0.04  C6 1.098
15 H -2.28 0.88 1.39  C6 1.102
16 H -0.75 1.74 1.47  C6 1.091
17 H -2.54 -1.16 -0.21  C7 1.100
18 H -1.20 -1.62 -1.25  C7 1.090
19 H -2.08 -0.12 -1.56  C7 1.098

Results
Spin multiplicity: 1
Charge: 0
Calculated total energy, Eh: -311.010070
Gap between HOMO and LUMO, eV: 10.781
SMILES string: CC1(C)OC1(C)C
Relative energy (zero: lowest compared OMol25 entry of this formula, charge and spin), kcal/mol: 30.87


No. 2
An isolated molecule of C7H11N in a non-equilibrium geometry. Source: the Open Molecules 2025 dataset; level of theory: ωB97M-V with the def2-TZVPD basis set.

Last columns: bonded neighbours and bond lengths (Å).
Atoms and positions in Å:
1 C -2.40 -0.05 0.85  C2 1.306, H9 1.082, H10 1.084
2 C -1.19 -0.25 0.40  C1 1.306, C3 1.339
3 C -0.09 -0.84 -0.09  C2 1.339, C4 1.503, C5 1.434
4 C -0.02 -2.23 -0.65  C3 1.503, H11 1.091, H12 1.093, H13 1.090
5 C 1.04 0.02 0.11  C3 1.434, N6 1.385, C7 1.384
6 N 2.29 -0.49 0.40  C5 1.385, H14 1.008, H15 1.007
7 C 0.70 1.35 0.31  C5 1.384, C8 1.503, H16 1.091
8 C -0.17 2.21 -0.57  C7 1.503, H17 1.089, H18 1.093, H19 1.094
9 H -3.04 0.73 0.45  C1 1.082
10 H -2.79 -0.61 1.69  C1 1.084
11 H 0.68 -2.28 -1.49  C4 1.091
12 H 0.32 -2.94 0.11  C4 1.093
13 H -1.00 -2.55 -0.99  C4 1.090
14 H 3.03 0.18 0.51  N6 1.008
15 H 2.41 -1.49 0.44  N6 1.007
16 H 1.42 1.94 0.88  C7 1.091
17 H -0.70 1.61 -1.31  C8 1.089
18 H -0.92 2.73 0.03  C8 1.093
19 H 0.43 2.97 -1.07  C8 1.094

Results
Spin multiplicity: 1
Charge: 0
Calculated total energy, Eh: -327.970043
Gap between HOMO and LUMO, eV: 8.269
SMILES string: C=C=C(C)/C(N)=C\C
Relative energy (zero: lowest compared OMol25 entry of this formula, charge and spin), kcal/mol: 74.01


No. 3
A cluster of 14 separate species, C20H47FN13O31P in total in a non-equilibrium geometry. Source: the Open Molecules 2025 dataset; level of theory: ωB97M-V with the def2-TZVPD basis set.

Last columns: bonded neighbours and bond lengths (Å).
Atoms and positions in Å:
1 O 1.33 -2.24 4.00  C2 1.264
2 C 0.49 -1.48 3.44  O1 1.264, O3 1.420, C10 1.619
3 O -0.91 -1.67 3.56  C2 1.420, C4 1.403
4 C -1.55 -0.46 3.23  O3 1.403, O5 1.265, C6 1.627
5 O -2.63 -0.43 2.57  C4 1.265
6 C -0.49 0.76 3.33  C4 1.627, P7 1.859, C10 1.447
7 P -0.84 2.58 3.56  C6 1.859, O8 1.742, O9 1.675
8 O -0.09 3.08 5.05  P7 1.742, H15 0.981
9 O -0.57 3.61 2.27  P7 1.675, H16 0.986
10 C 0.76 0.08 3.09  C2 1.619, C6 1.447, C11 1.603
11 C 2.17 0.72 2.70  C10 1.603, C12 1.598, H17 1.131, H18 1.137
12 C 3.07 1.08 3.97  C11 1.598, C13 1.602, H19 1.156, H20 1.147
13 C 4.43 1.80 3.52  C12 1.602, F14 1.464, H21 1.152, H22 1.158
14 F 5.39 1.54 4.59  C13 1.464
15 H -0.62 2.76 5.81  O8 0.981
16 H 0.40 3.68 2.10  O9 0.986
17 H 2.69 -0.08 2.09  C11 1.131
18 H 1.98 1.57 1.96  C11 1.137
19 H 2.42 1.78 4.62  C12 1.156
20 H 3.21 0.09 4.53  C12 1.147
21 H 4.82 1.42 2.50  C13 1.152
22 H 4.19 2.93 3.45  C13 1.158
23 C -2.77 5.78 0.22  N24 1.486, H27 1.089, H28 1.091, H29 1.089
24 N -1.82 6.80 -0.30  C23 1.486, O25 1.224, O26 1.220
25 O -1.84 7.01 -1.51  N24 1.224
26 O -1.09 7.35 0.51  N24 1.220
27 H -3.35 5.38 -0.60  C23 1.089
28 H -2.18 5.00 0.70  C23 1.091
29 H -3.42 6.28 0.94  C23 1.089
30 C -7.14 6.27 -1.89  N31 1.487, H34 1.089, H35 1.089, H36 1.087
31 N -5.93 6.15 -1.04  C30 1.487, O32 1.221, O33 1.223
32 O -5.78 6.97 -0.15  N31 1.221
33 O -5.16 5.24 -1.30  N31 1.223
34 H -7.73 7.12 -1.54  C30 1.089
35 H -6.81 6.42 -2.92  C30 1.089
36 H -7.71 5.35 -1.79  C30 1.087
37 C 7.04 -1.75 1.10  N38 1.487, H41 1.087, H42 1.090, H43 1.089
38 N 6.07 -0.63 1.04  C37 1.487, O39 1.220, O40 1.223
39 O 6.32 0.29 0.27  N38 1.220
40 O 5.08 -0.70 1.76  N38 1.223
41 H 7.85 -1.55 0.41  C37 1.087
42 H 7.40 -1.81 2.13  C37 1.090
43 H 6.51 -2.66 0.82  C37 1.089
44 C -10.52 4.28 -4.62  N45 1.486, H48 1.087, H49 1.089, H50 1.090
45 N -9.43 4.82 -3.77  C44 1.486, O46 1.222, O47 1.223
46 O -8.73 4.02 -3.18  N45 1.222
47 O -9.32 6.04 -3.73  N45 1.223
48 H -10.51 3.19 -4.56  C44 1.087
49 H -11.46 4.67 -4.23  C44 1.089
50 H -10.35 4.61 -5.64  C44 1.090
51 C 7.61 -5.11 -2.19  N52 1.486, H55 1.089, H56 1.086, H57 1.089
52 N 7.84 -4.50 -0.85  C51 1.486, O53 1.222, O54 1.223
53 O 7.34 -5.06 0.12  N52 1.222
54 O 8.52 -3.49 -0.81  N52 1.223
55 H 7.00 -6.00 -2.07  C51 1.089
56 H 7.10 -4.37 -2.80  C51 1.086
57 H 8.59 -5.36 -2.60  C51 1.089
58 C 9.86 -2.94 -5.95  N59 1.486, H62 1.089, H63 1.089, H64 1.089
59 N 9.04 -2.99 -4.72  C58 1.486, O60 1.223, O61 1.218
60 O 8.38 -4.01 -4.53  N59 1.223
61 O 9.08 -2.02 -3.98  N59 1.218
62 H 9.73 -3.86 -6.51  C58 1.089
63 H 9.52 -2.08 -6.54  C58 1.089
64 H 10.90 -2.81 -5.65  C58 1.089
65 C -11.53 0.33 -2.53  N66 1.486, H69 1.089, H70 1.090, H71 1.089
66 N -11.93 1.33 -3.55  C65 1.486, O67 1.227, O68 1.225
67 O -11.54 1.14 -4.70  N66 1.227
68 O -12.63 2.26 -3.17  N66 1.225
69 H -10.92 -0.44 -3.00  C65 1.089
70 H -10.96 0.85 -1.76  C65 1.090
71 H -12.44 -0.11 -2.12  C65 1.089
72 C -0.89 -1.58 7.05  N73 1.487, H76 1.089, H77 1.089, H78 1.090
73 N -1.34 -0.17 7.17  C72 1.487, O74 1.223, O75 1.219
74 O -0.80 0.65 6.44  N73 1.223
75 O -2.23 0.06 7.97  N73 1.219
76 H -0.10 -1.64 6.30  C72 1.089
77 H -0.51 -1.89 8.03  C72 1.089
78 H -1.75 -2.18 6.76  C72 1.090
79 C 3.40 -6.66 -3.58  N80 1.486, H83 1.088, H84 1.088, H85 1.089
80 N 4.49 -6.10 -2.74  C79 1.486, O81 1.224, O82 1.221
81 O 5.21 -6.89 -2.15  N80 1.224
82 O 4.59 -4.88 -2.70  N80 1.221
83 H 3.43 -7.74 -3.52  C79 1.088
84 H 2.46 -6.27 -3.19  C79 1.088
85 H 3.56 -6.32 -4.60  C79 1.089
86 C -1.79 2.49 9.92  N87 1.487, H90 1.088, H91 1.089, H92 1.089
87 N -1.56 3.09 11.26  C86 1.487, O88 1.221, O89 1.221
88 O -2.07 2.53 12.22  N87 1.221
89 O -0.89 4.11 11.30  N87 1.221
90 H -2.40 1.59 10.04  C86 1.088
91 H -2.30 3.23 9.31  C86 1.089
92 H -0.82 2.23 9.51  C86 1.089
93 C 2.88 -11.38 -2.17  N94 1.486, H97 1.089, H98 1.090, H99 1.089
94 N 2.45 -10.39 -3.20  C93 1.486, O95 1.221, O96 1.221
95 O 2.84 -10.57 -4.34  N94 1.221
96 O 1.75 -9.47 -2.82  N94 1.221
97 H 3.50 -12.14 -2.65  C93 1.089
98 H 3.44 -10.84 -1.41  C93 1.090
99 H 1.98 -11.83 -1.75  C93 1.089
100 C 0.94 -2.37 -3.04  N101 1.486, H104 1.089, H105 1.089, H106 1.089
101 N 1.45 -3.76 -3.09  C100 1.486, O102 1.221, O103 1.220
102 O 1.28 -4.46 -2.10  N101 1.221
103 O 2.00 -4.11 -4.12  N101 1.220
104 H 0.48 -2.20 -2.07  C100 1.089
105 H 1.80 -1.71 -3.18  C100 1.089
106 H 0.22 -2.25 -3.84  C100 1.089
107 C -2.04 6.84 -4.35  N108 1.487, H111 1.088, H112 1.089, H113 1.088
108 N -2.63 6.24 -5.57  C107 1.487, O109 1.221, O110 1.221
109 O -1.89 5.57 -6.28  N108 1.221
110 O -3.81 6.46 -5.78  N108 1.221
111 H -0.99 6.56 -4.28  C107 1.088
112 H -2.15 7.92 -4.42  C107 1.089
113 H -2.59 6.45 -3.49  C107 1.088

Results
Spin multiplicity: 1
Charge: 0
Calculated total energy, Eh: -4274.403346
Gap between HOMO and LUMO, eV: 7.027


No. 4
A cluster of 2 separate species, C4H10NS in total. Source: the Open Molecules 2025 dataset; level of theory: ωB97M-V with the def2-TZVPD basis set.

Last columns: bonded neighbours and bond lengths (Å).
Atoms and positions in Å:
1 C 0.59 -1.59 -0.39  C2 1.527, N4 1.469, H5 1.090, H6 1.097
2 C 1.34 -0.28 -0.63  C1 1.527, S3 1.826, H7 1.096, H8 1.097
3 S 0.33 0.94 -1.54  C2 1.826
4 N 0.22 -2.29 -1.63  C1 1.469, H9 1.016, H10 1.021
5 H -0.33 -1.38 0.15  C1 1.090
6 H 1.22 -2.27 0.20  C1 1.097
7 H 2.27 -0.51 -1.15  C2 1.096
8 H 1.63 0.13 0.35  C2 1.097
9 H 1.07 -2.45 -2.16  N4 1.016
10 H -0.31 -1.60 -2.17  N4 1.021
11 C -0.75 2.02 1.76  C12 1.321, H13 1.086, H14 1.086
12 C -1.95 1.81 1.24  C11 1.321, H15 1.082, H16 1.084
13 H 0.13 1.89 1.12  C11 1.086
14 H -0.63 2.20 2.82  C11 1.086
15 H -1.99 1.55 0.19  C12 1.082
16 H -2.84 1.85 1.84  C12 1.084

Results
Spin multiplicity: 1
Charge: -1
Calculated total energy, Eh: -611.344624
Gap between HOMO and LUMO, eV: 6.698
Relative energy (zero: lowest compared OMol25 entry of this formula, charge and spin), kcal/mol: 13.30